Record 1
15
Properties=species:S:1:pos:R:3:forces:R:3 method="wB97M-V/def2-TZVPD" e_above_lowest_kcal_mol=47.3 spin_multiplicity=1 smiles="C=CC.C=C" total_charge=0
C -1.87034 -2.57270 -3.02678 -0.7583 -0.7775 -0.4685
C -2.75313 -2.01407 -2.21177 1.1788 0.6324 0.2040
H -1.63882 -2.15461 -3.99578 0.1386 0.2548 0.0178
H -1.52643 -3.59102 -2.88134 0.2377 0.1231 0.2437
H -3.05978 -0.99393 -2.41905 -0.3846 -0.1535 0.1256
H -2.92706 -2.42655 -1.22602 -0.4090 -0.0759 -0.1209
C 1.73280 1.83049 2.83919 0.1032 -0.3492 -0.6278
C 1.94521 1.32850 1.42826 0.3042 0.0327 -0.2191
C 1.00415 1.33072 0.49653 -0.5669 -0.3465 0.3927
H 2.68418 2.04558 3.31483 0.0721 -0.0324 0.1420
H 1.15281 2.75500 2.82254 -0.1807 -0.2518 0.1924
H 1.23305 1.02357 3.38261 -0.0645 0.3717 0.3089
H 2.92244 0.90997 1.19163 -0.0133 0.2170 -0.0192
H 1.11438 0.95276 -0.51070 0.2612 -0.0292 0.0536
H -0.01347 1.57629 0.79587 0.0817 0.3841 -0.2251

Record 2
82
Properties=species:S:1:pos:R:3:forces:R:3 method="wB97M-V/def2-TZVPD" e_above_lowest_kcal_mol=0.0 spin_multiplicity=1 total_charge=+1
Sn 0.08277 0.62617 0.62113 0.1040 0.2217 -0.0137
Cl -2.19096 -1.22579 -1.04500 -0.0950 0.1605 -0.0514
C -2.50782 -1.06324 0.64397 0.0396 -0.0770 0.0155
C -1.60613 -0.37967 1.45270 -0.0119 -0.0348 -0.0927
C -1.86516 -0.32187 2.81683 -0.0235 0.0459 -0.0306
Cl -0.79388 0.55005 3.84685 0.0475 -0.0283 0.0178
C -2.98752 -0.93512 3.37218 -0.0070 -0.0157 -0.0073
Cl -3.28365 -0.84294 5.05559 0.0031 -0.0044 0.0071
C -3.87369 -1.62022 2.54217 0.0032 0.0101 -0.0018
Cl -5.25534 -2.37816 3.20607 -0.0016 -0.0059 0.0044
C -3.63428 -1.68750 1.16934 0.0201 0.0200 0.0467
Cl -4.71067 -2.54974 0.15064 -0.0201 -0.0056 -0.0106
C -0.59516 -3.90243 0.51252 -0.0054 -0.0202 0.0005
C 0.82400 -3.49676 0.15235 0.0218 0.0116 0.0186
C 1.69607 -3.41968 1.39454 -0.0005 -0.0201 0.0136
C 1.40724 -4.46046 -0.87073 -0.0022 -0.0338 0.0176
O 0.72885 -2.15727 -0.42770 0.0190 -0.0284 0.0063
Si 1.77298 -1.45953 -1.47259 -0.0195 0.0789 0.0180
S 0.99766 0.55754 -1.57635 0.0020 0.0164 0.0044
O 3.25978 -1.56878 -0.86223 0.0489 -0.1027 0.0615
C 4.57534 -1.39832 -1.42164 -0.0077 0.0692 -0.0448
C 4.97962 -2.68402 -2.12708 0.0092 -0.0215 0.0204
C 5.48666 -1.11787 -0.23678 -0.0038 -0.0116 -0.0266
C 4.56888 -0.22158 -2.38945 0.0176 -0.0136 -0.0274
O 1.82614 -2.05038 -2.97610 0.0124 0.0154 -0.0345
C 1.01817 -2.07556 -4.16521 -0.0194 -0.0275 -0.0198
C 1.38758 -0.86423 -5.01064 0.0034 -0.0039 0.0120
C 1.38054 -3.36628 -4.88370 -0.0086 -0.0010 0.0046
C -0.46022 -2.05315 -3.80487 0.0083 0.0059 0.0195
H -0.60049 -4.91636 0.91348 0.0042 -0.0034 0.0072
H -1.24191 -3.87322 -0.36582 0.0152 -0.0254 0.0119
H -1.00163 -3.23620 1.27475 0.0033 0.0072 0.0048
H 1.76298 -4.40341 1.86185 -0.0023 -0.0086 -0.0092
H 1.27066 -2.72291 2.11745 -0.0027 -0.0045 -0.0045
H 2.69874 -3.07861 1.13964 0.0016 0.0020 0.0058
H 1.44392 -5.46287 -0.44312 0.0091 -0.0051 -0.0044
H 2.42283 -4.17551 -1.15065 0.0003 -0.0019 -0.0056
H 0.79071 -4.49464 -1.77007 -0.0053 0.0089 -0.0064
H 4.95261 -3.52056 -1.42728 0.0010 0.0022 0.0082
H 5.99616 -2.59588 -2.51272 0.0014 -0.0078 -0.0155
H 4.30549 -2.89918 -2.95591 -0.0117 0.0154 -0.0072
H 5.45835 -1.95281 0.46345 -0.0052 0.0040 0.0114
H 5.15632 -0.22038 0.28785 -0.0039 0.0071 0.0100
H 6.51597 -0.97742 -0.56873 0.0020 0.0030 -0.0034
H 3.89987 -0.41400 -3.23114 0.0183 0.0062 0.0243
H 5.57053 -0.04826 -2.78421 0.0089 0.0076 0.0105
H 4.23177 0.68017 -1.87515 -0.0015 0.0198 -0.0103
H 2.45309 -0.87781 -5.24277 0.0012 -0.0011 -0.0059
H 1.15441 0.06028 -4.47887 0.0004 0.0039 0.0016
H 0.83219 -0.87236 -5.94956 -0.0040 0.0000 -0.0003
H 2.44951 -3.39150 -5.09567 0.0068 0.0010 -0.0014
H 0.83723 -3.44499 -5.82591 -0.0023 0.0018 -0.0050
H 1.13072 -4.22915 -4.26573 0.0005 -0.0040 0.0045
H -0.71104 -1.10299 -3.33029 -0.0297 0.0190 -0.0203
H -0.70274 -2.86471 -3.11679 0.0126 -0.0241 -0.0032
H -1.06712 -2.16939 -4.70408 0.0046 0.0104 -0.0013
S 0.17149 2.89179 1.69054 0.0087 -0.0365 -0.0468
C 1.31156 3.53352 0.53422 0.0417 0.0180 -0.0048
N 0.92535 4.51136 -0.26950 -0.0340 -0.0079 -0.0343
C 1.77783 5.08157 -1.31472 -0.0058 -0.0020 -0.0168
C 2.81375 4.04787 -1.72636 0.0022 -0.0030 -0.0048
C 3.53014 3.52514 -0.49293 0.0211 0.0060 -0.0066
N 2.54338 3.06998 0.48534 -0.0097 0.0606 -0.0168
H -0.04395 4.77974 -0.20497 0.0083 -0.0078 0.0025
H 2.25169 5.99308 -0.94512 0.0078 -0.0070 0.0061
H 1.13522 5.34839 -2.15185 0.0143 0.0112 0.0012
H 3.53216 4.49429 -2.41167 0.0014 0.0100 0.0069
H 2.32287 3.21755 -2.23715 -0.0046 -0.0013 0.0020
H 4.14974 4.30352 -0.04179 0.0077 -0.0136 0.0020
H 4.17161 2.68011 -0.73478 -0.0081 -0.0099 -0.0028
H 2.75459 2.28523 1.09255 0.0115 -0.0210 0.0174
Cl 2.11343 0.05360 1.76577 -0.1292 -0.0883 0.1169
N -3.45875 1.20796 -3.38182 0.0290 0.0382 0.0254
C -3.25089 2.53014 -3.47183 -0.0388 0.0470 0.0101
N -3.75602 3.19290 -4.51922 -0.0131 0.0038 -0.0027
N -2.56050 3.23200 -2.58424 0.0486 -0.0895 -0.0055
C -2.05589 2.56192 -1.58270 -0.0965 0.0335 -0.0609
N -1.60395 1.99126 -0.68130 -0.0201 -0.1167 0.1042
H -4.05165 0.71978 -4.02879 0.0029 0.0019 -0.0014
H -3.12544 0.70717 -2.57131 -0.0116 -0.0544 -0.0134
H -4.33055 2.74856 -5.21113 -0.0053 0.0044 0.0064
H -3.64578 4.19128 -4.54207 0.0148 -0.0088 -0.0075

Record 3
39
Properties=species:S:1:pos:R:3:forces:R:3 method="wB97M-V/def2-TZVPD" e_above_lowest_kcal_mol=149.8 spin_multiplicity=1 total_charge=0
C 0.89950 0.36864 -0.01382 0.9863 -1.1618 -0.0667
C -0.62712 0.22330 0.07953 1.0058 1.4484 0.5075
C 1.23269 1.71142 -0.54810 2.8655 1.9983 -0.1749
C 2.76741 1.97416 -0.81569 -0.0573 -1.8961 -0.3713
C 3.53333 1.48809 -1.98648 -5.4443 0.1041 1.7912
C 3.45411 2.53258 0.23035 -0.1142 0.4608 2.6076
C 4.81629 1.74578 -1.93128 4.9803 -0.2482 -1.7282
C 4.85620 2.60786 0.42002 -0.2421 0.3024 -4.7515
C 5.52015 2.31316 -0.83365 1.6923 0.9182 1.9800
C -2.69926 -0.96294 0.14894 1.8117 -1.7325 -1.1970
C -3.16289 -0.94992 1.58088 -3.5851 0.8953 5.7873
C -3.17414 -2.29348 -0.53973 -0.0992 0.4710 0.7499
C -4.66769 -2.28464 -0.74123 -3.1085 -0.4363 -0.0629
C -2.74551 -3.54363 0.26674 -1.0177 -0.7040 -2.5545
H 1.91788 -0.67777 -1.72334 -0.9155 -0.1327 4.1549
H 2.54325 -1.20303 0.14012 -3.8455 2.0344 -3.7532
H 1.31706 0.33675 0.98904 -0.5492 0.2052 0.5085
H 0.96226 1.86546 -1.56249 -1.9555 0.2676 -0.7007
H 0.89915 2.44956 0.23459 -0.0539 -0.3894 -1.5010
H 3.04556 0.96660 -2.88028 0.6998 0.9358 1.4452
H 2.81422 2.92147 1.06048 0.5440 -0.4422 -0.5766
H 5.36580 1.39316 -2.87098 -0.1849 0.8683 1.5529
H 5.33725 3.17445 1.21047 -0.0973 -0.4416 0.0347
H 6.66137 2.62441 -0.90361 -2.5172 -1.1013 -0.1163
H -0.51040 -1.81465 -0.29412 -1.4964 1.7327 0.4863
H -3.07860 -0.07366 -0.39905 0.3255 -0.6793 0.5580
H -2.63027 -2.29587 -1.48168 -0.1221 0.0117 -0.2408
H -5.12973 -2.91063 0.26808 0.7360 2.2104 -3.0541
H -4.89422 -2.97655 -1.73049 0.1454 1.9544 2.5651
H -5.18446 -1.06727 -0.85257 1.5095 -4.1086 0.3314
H -1.70394 -3.42643 0.38758 1.3200 -0.6725 0.4280
H -3.23960 -3.59369 1.19978 -0.4453 0.0751 1.1139
H -3.01312 -4.52273 -0.29639 0.6452 1.6988 0.7754
H -1.46228 -1.56608 2.12600 1.4610 -0.3220 -0.3151
N 1.57404 -0.78147 -0.62606 3.8793 -2.2926 -0.5171
N -1.13977 -0.99919 0.00532 -1.6769 -1.3840 0.1513
O -1.31791 1.20787 0.31530 0.3257 -0.2247 -0.0807
O -4.30730 -0.62525 2.05165 4.9274 -1.3286 -3.2791
O -2.25923 -1.42276 2.61119 -2.3327 1.1052 -2.4874

Record 4
17
Properties=species:S:1:pos:R:3:forces:R:3 method="wB97M-V/def2-TZVPD" e_above_lowest_kcal_mol=79.4 spin_multiplicity=1 total_charge=0
C -2.36842 1.04698 0.11818 4.6945 -0.1228 -0.8115
C -2.91320 -0.16408 -0.10691 -5.0917 -2.8611 1.6373
C -2.17282 -1.34216 -0.15711 2.7049 0.8135 0.0386
C -0.28414 -0.08657 -0.09108 4.0950 3.3597 0.7026
C -0.92590 1.14958 0.07487 -4.6258 -2.5137 -0.3369
C 1.24890 -0.03632 -0.05484 -2.9182 1.7009 -1.0965
C 3.20893 0.55115 -0.16889 4.2502 7.3602 -0.0801
C 3.25910 -0.67716 0.10803 0.8083 -9.6952 1.4559
H -3.02465 1.82277 0.24890 -1.0251 2.1746 0.3838
H -4.21717 -0.19774 0.11732 4.1663 -0.2722 -1.1303
H -2.60127 -2.34666 -0.12851 0.1722 0.4588 -0.2268
H -0.47775 2.06999 0.11293 1.4277 1.7826 0.2619
H 4.17614 1.23455 -0.09550 -2.4227 -1.3622 -0.6197
H 3.98768 -1.68282 0.32746 -1.8650 3.7986 -0.7861
N -0.74161 -1.25970 -0.15418 -5.5974 -3.1916 -0.2547
N 1.92708 1.05342 -0.26928 -0.0166 -0.9203 0.3209
O 1.91910 -1.13520 0.11862 1.2435 -0.5095 0.5417

Record 5
62
Properties=species:S:1:pos:R:3:forces:R:3 method="wB97M-V/def2-TZVPD" e_above_lowest_kcal_mol=2.8 spin_multiplicity=2 total_charge=+1
Mn 1.14904 -0.50735 -0.21620 0.2226 -0.4924 0.3422
C -3.57602 2.59208 -0.73064 -0.0205 -0.0181 0.0517
N -2.55019 2.42716 0.29212 0.0266 0.0490 -0.1185
C -2.01531 3.65025 0.87481 -0.0106 0.0002 -0.0233
C -1.97776 1.22202 0.46227 0.1562 0.0464 0.1141
O -2.29904 0.20202 -0.12977 -0.1854 0.2040 -0.1665
C -0.86619 1.12145 1.51943 -0.1822 -0.0502 -0.0850
O -0.18939 -0.11497 1.38492 0.0572 0.1146 -0.2919
C -0.96106 -1.27097 1.68735 0.0274 -0.1753 0.1235
C -0.84555 -2.28325 0.55695 -0.0317 0.1593 0.0723
O -0.17112 -2.01141 -0.45595 -0.0966 -0.0611 0.0607
N -1.45167 -3.44959 0.70496 -0.0369 -0.1623 -0.0114
C -1.24948 -4.51824 -0.27179 -0.0237 0.0243 -0.0100
C -2.20881 -3.82127 1.89439 0.0238 0.0068 -0.0356
H -4.37846 3.21548 -0.33784 -0.0043 -0.0111 0.0167
H -3.16362 3.07247 -1.61920 0.0334 0.0126 -0.0421
H -3.97029 1.61840 -1.00309 0.0279 -0.0021 -0.0004
H -2.83175 4.35357 1.02657 -0.0293 -0.0137 -0.0069
H -1.56589 3.46696 1.84712 -0.0016 -0.0031 0.0119
H -1.27605 4.11902 0.21691 -0.0077 -0.0344 0.0046
H -0.10600 1.89182 1.41716 -0.0123 0.0204 -0.0383
H -1.30164 1.20456 2.51905 0.0230 0.0118 0.0554
H -0.57319 -1.70893 2.60844 0.0722 -0.0111 0.0319
H -2.00779 -1.00513 1.81922 0.0341 -0.0259 0.0296
H -0.65575 -4.15057 -1.10066 0.0067 0.0035 0.0194
H -0.72873 -5.35167 0.20069 0.0047 -0.0050 0.0143
H -2.21611 -4.86252 -0.63690 -0.0095 -0.0015 -0.0031
H -2.60972 -2.95230 2.40518 -0.0007 0.0327 -0.0019
H -3.04887 -4.44246 1.59147 -0.0090 -0.0085 -0.0206
H -1.58823 -4.39254 2.58714 0.0219 -0.0041 -0.0064
N -0.77061 -0.59754 -2.92836 0.0673 0.0468 -0.0587
C -0.43081 0.64391 -2.61296 0.0174 0.0302 -0.0749
N -0.96625 1.65181 -3.30211 -0.0701 -0.1021 -0.1023
C -0.55323 2.86684 -2.97485 -0.0397 0.0554 0.1134
N -1.09037 3.91240 -3.62249 0.0053 -0.0298 0.0150
N 0.35820 3.15199 -2.01301 0.0181 0.1622 -0.0540
C 0.81776 2.09567 -1.39078 0.2964 -0.0050 0.0321
N 0.46227 0.82955 -1.60459 -0.2306 -0.1192 0.2545
C 1.87109 2.26822 -0.35288 0.0000 0.0685 -0.0027
C 2.43776 3.49072 -0.05245 -0.0249 0.0969 -0.0148
C 3.41737 3.54005 0.92927 0.0154 0.0069 0.0148
C 3.78872 2.37184 1.57588 0.0023 0.0210 -0.0236
C 3.17252 1.18368 1.21779 0.0603 0.0977 -0.0145
N 2.24012 1.13909 0.26930 -0.1931 -0.2636 -0.1917
H -1.40087 -0.74304 -3.69671 0.0037 0.0175 -0.0040
H -0.30713 -1.37445 -2.48506 -0.0689 0.0002 0.0355
H -1.67884 3.73589 -4.41795 0.0122 0.0017 -0.0030
H -0.68932 4.82368 -3.48959 -0.0041 -0.0049 0.0032
H 2.10824 4.36803 -0.59091 0.0206 -0.0013 0.0223
H 3.88710 4.48044 1.18498 -0.0074 -0.0051 -0.0050
H 4.54856 2.37079 2.34437 -0.0046 0.0122 -0.0063
H 3.41317 0.23899 1.68508 -0.0002 -0.0083 0.0152
N 2.55648 -3.65320 2.13893 0.0013 0.0425 0.1894
C 2.41370 -2.84833 1.06638 0.0326 -0.0979 -0.1669
O 1.97110 -1.66662 1.24545 0.0685 -0.0618 -0.0142
C 2.72275 -3.35679 -0.21951 0.0423 -0.1757 0.1837
C 2.52089 -2.43667 -1.24445 0.0093 0.1486 -0.0268
N 2.28376 -1.55043 -1.95461 -0.0235 0.3546 -0.2166
C 3.13797 -4.69621 -0.41866 -0.0990 0.0718 -0.0159
N 3.44099 -5.80616 -0.49802 0.0164 0.0673 0.0304
H 2.49256 -3.22652 3.04735 0.0059 -0.0287 -0.0041
H 3.05901 -4.52172 2.05109 -0.0050 -0.0040 0.0040

Record 6
11
Properties=species:S:1:pos:R:3:forces:R:3 method="wB97M-V/def2-TZVPD" spin_multiplicity=1 total_charge=0 e_tot_ev=-26661.673
C 1.71451 0.09991 0.03913 1.0816 -1.4514 0.2662
O 2.93071 0.35325 0.11753 -0.2078 -0.2368 -0.1126
O 0.96525 1.24754 -0.09269 -0.6068 0.6227 -0.1677
C -0.39295 1.18954 0.05287 -0.1372 0.1405 0.4960
O -2.47015 -2.09542 -1.32064 0.6116 0.2517 -0.8364
C -1.81730 -1.82178 -2.20529 -0.5966 -0.2432 0.8542
C -1.06362 0.60878 1.05457 0.2162 0.2914 -0.3091
K 3.73073 -2.19496 0.09078 -0.5919 0.8462 -0.0061
H -0.89422 1.79435 -0.70611 0.0425 -0.1671 0.2278
H -0.56716 0.02865 1.83181 -0.0922 0.2237 -0.2530
H -2.13580 0.79014 1.13805 0.2807 -0.2777 -0.1594